[1]
The following is a DFT calculation (ωB97M-V with the def2-TZVPD basis set) of a structure of composition C30H77IN4O11PS at a distorted geometry.

## Properties
E ... -89056.68804 eV
HOMO-LUMO gap ... 7.8 eV
Total charge ... +1
LUMO level ... -3.493 eV

Positions of all 125 atoms, in Å:
C1 -3.450 4.768 0.277
C2 -4.259 4.596 1.531
O1 -4.942 3.339 1.547
C3 -5.375 3.003 2.840
C4 -4.345 2.181 3.573
O2 -4.084 1.025 2.796
C5 -2.786 0.569 2.845
N1 -1.977 1.136 1.754
C6 -1.082 2.245 2.117
O3 0.149 2.083 1.449
C7 0.934 3.214 1.502
C8 1.916 3.296 0.383
O4 0.812 4.036 2.412
C9 -1.475 0.219 0.862
N2 -0.518 -0.621 1.132
S1 0.289 -0.651 2.648
N3 -1.941 0.092 -0.435
I1 -3.848 0.842 -0.763
P1 -0.808 0.775 -1.579
N4 -0.657 2.319 -1.629
H1 -4.019 5.200 -0.532
H2 -2.983 3.840 -0.028
H3 -2.642 5.464 0.480
H4 -3.620 4.644 2.411
H5 -4.992 5.396 1.598
H6 -5.634 3.883 3.420
H7 -6.251 2.375 2.731
H8 -3.438 2.760 3.739
H9 -4.744 1.911 4.549
H10 -2.355 0.812 3.813
H11 -2.775 -0.514 2.769
H12 -0.965 2.318 3.192
H13 -1.527 3.179 1.785
H14 1.584 2.679 -0.439
H15 2.007 4.324 0.073
H16 2.879 2.946 0.736
H17 -0.214 -1.292 0.415
H18 1.445 -1.276 2.365
H19 0.399 0.100 -1.297
H20 -1.221 0.308 -2.833
H21 -1.251 2.810 -0.974
C10 5.033 -1.309 0.164
C11 3.768 -1.513 -0.645
C12 3.724 -0.684 -1.920
O5 2.635 -1.184 0.175
H22 5.126 -0.266 0.483
H23 5.001 -1.921 1.065
H24 5.925 -1.575 -0.403
H25 3.669 -2.570 -0.894
H26 3.774 0.384 -1.689
H27 2.788 -0.859 -2.450
H28 4.553 -0.932 -2.583
H29 2.710 -0.251 0.402
C13 0.773 -4.935 -0.643
C14 -0.438 -4.027 -0.767
C15 -0.881 -3.873 -2.209
O6 -0.124 -2.740 -0.199
H30 1.620 -4.519 -1.195
H31 1.078 -5.030 0.400
H32 0.560 -5.929 -1.035
H33 -1.259 -4.429 -0.175
H34 -0.089 -3.420 -2.810
H35 -1.751 -3.215 -2.272
H36 -1.143 -4.839 -2.643
H37 0.615 -2.370 -0.702
C16 7.969 -2.454 4.882
C17 7.362 -1.840 3.631
C18 7.055 -0.363 3.829
O7 6.175 -2.544 3.264
H38 7.270 -2.382 5.720
H39 8.182 -3.511 4.724
H40 8.895 -1.950 5.163
H41 8.052 -1.960 2.795
H42 6.328 -0.231 4.636
H43 6.620 0.062 2.923
H44 7.954 0.200 4.079
H45 5.542 -2.459 3.986
C19 0.976 0.283 -5.662
C20 1.303 -1.078 -5.067
C21 1.611 -2.095 -6.148
O8 0.209 -1.543 -4.263
H46 0.098 0.214 -6.309
H47 0.746 1.007 -4.877
H48 1.809 0.667 -6.252
H49 2.152 -0.984 -4.393
H50 0.746 -2.225 -6.793
H51 1.831 -3.067 -5.708
H52 2.462 -1.787 -6.758
H53 -0.552 -1.644 -4.846
C22 -3.063 -4.028 -7.298
C23 -1.603 -4.451 -7.321
C24 -1.460 -5.964 -7.318
O9 -0.909 -3.892 -6.199
H54 -3.552 -4.394 -6.391
H55 -3.148 -2.941 -7.299
H56 -3.603 -4.418 -8.161
H57 -1.118 -4.040 -8.207
H58 -1.902 -6.388 -6.412
H59 -0.409 -6.250 -7.334
H60 -1.954 -6.410 -8.182
H61 -1.317 -4.240 -5.400
C25 1.891 -3.954 3.587
C26 3.234 -4.064 4.296
C27 3.093 -3.883 5.799
O10 4.150 -3.093 3.772
H62 1.457 -2.963 3.749
H63 2.015 -4.085 2.511
H64 1.184 -4.700 3.950
H65 3.674 -5.038 4.085
H66 2.694 -2.891 6.029
H67 4.064 -3.965 6.286
H68 2.425 -4.631 6.227
H69 3.789 -2.221 3.958
C28 -6.471 10.143 1.381
C29 -6.359 8.652 1.107
C30 -7.598 7.905 1.579
O11 -5.192 8.120 1.742
H70 -6.566 10.328 2.454
H71 -5.576 10.663 1.038
H72 -7.337 10.575 0.879
H73 -6.219 8.487 0.039
H74 -7.726 8.023 2.659
H75 -7.503 6.837 1.376
H76 -8.496 8.273 1.084
H77 -5.288 8.256 2.689

[2]
The following is a DFT calculation (ωB97M-V with the def2-TZVPD basis set) of a cluster of 9 separate species, C5H24O11 in total at a distorted geometry.

## Properties
E ... -28098.90864 eV
HOMO-LUMO gap ... 8.3 eV
Total charge ... -2
LUMO level ... 5.231 eV

Positions of all 40 atoms, in Å:
O1 2.517 0.825 3.993
C1 2.019 0.617 2.863
O2 2.094 1.475 1.921
C2 1.099 -0.658 2.882
C3 0.967 -1.495 1.577
C4 -0.389 -1.361 0.866
C5 -0.317 -1.141 -0.644
O3 -1.612 -1.243 -1.176
H1 1.510 -1.243 3.690
H2 0.107 -0.388 3.249
H3 1.841 -1.191 1.000
H4 1.104 -2.558 1.808
H5 -0.847 -0.463 1.279
H6 -1.023 -2.223 1.059
H7 0.092 -0.129 -0.785
H8 0.450 -1.701 -1.201
H9 -1.966 -3.691 -1.199
H10 -2.348 -2.695 -2.132
O4 -2.469 -3.668 -2.018
H11 -2.297 0.356 -3.315
H12 -1.281 -0.832 -3.567
O5 -1.741 -0.120 -4.030
H13 -0.170 2.057 3.607
H14 -0.002 1.955 2.122
O6 -0.657 1.828 2.821
H15 3.781 0.172 -3.254
H16 4.203 0.698 -1.780
O7 4.422 0.134 -2.547
H17 2.286 0.842 -1.027
H18 2.664 1.142 0.584
O8 2.955 0.784 -0.348
H19 -3.106 1.760 -1.706
H20 -2.001 -0.352 -1.499
O9 -2.693 0.888 -1.862
H21 -1.402 1.820 -2.063
H22 -0.225 1.831 -2.966
O10 -0.728 2.494 -2.455
H23 -3.433 0.216 0.206
H24 -3.102 0.208 1.697
O11 -3.836 0.192 1.089

[3]
The following is a DFT calculation (ωB97M-V with the def2-TZVPD basis set) of a cluster of 3 separate species, C3H11NO4 in total at a distorted geometry.

## Properties
E ... -12959.02606 eV
HOMO-LUMO gap (spin up / spin down) ... 10.7 / 5.1 eV
Spin multiplicity ... 2
Total charge ... +1
Expectation value of S² ... 0.757
Energy relative to the best compared isomer or geometry (same formula, charge and spin) ... 58.31 kcal/mol
LUMO level (spin up / spin down) ... -4.409 / -9.790 eV

Positions of all 19 atoms, in Å:
C1 -0.660 -0.100 0.725
C2 -1.410 0.848 1.821
O1 -2.753 0.936 1.363
C3 0.445 0.629 -0.011
N1 1.487 1.021 0.760
O2 0.542 0.739 -1.222
H1 -1.590 -0.152 0.088
H2 -0.172 -0.977 1.184
H3 -1.253 0.296 2.789
H4 -0.966 1.845 1.881
H5 -3.166 0.079 1.545
H6 2.299 1.399 0.317
H7 1.650 0.737 1.719
H8 1.924 -0.500 -1.790
H9 2.124 0.144 -3.172
O3 2.529 -0.461 -2.540
H10 -0.515 -1.656 -1.245
H11 -0.351 -2.359 -2.595
O4 -0.162 -2.469 -1.619